# C51H48AsNO5RhS

A molecular structure, C51H48AsNO5RhS at a distorted geometry (the ωB97M-V functional and the def2-TZVPD basis, the OMol25 dataset).

Its HOMO energy (spin up / spin down) is -1.147 / -4.427 eV. The value obtained for the HOMO-LUMO gap (spin up / spin down) is 3.02 / 4.99 eV. As for the spin multiplicity: 5. The calculation puts the energy above the lowest of the compared OMol25 structures with the same formula, charge and spin at 433.21 kJ/mol. The total charge is -1.

Positions of all 108 atoms, in Å:
1 Rh 16.931 12.767 11.730
2 O 17.872 12.793 13.752
3 C 18.602 14.100 13.765
4 C 17.727 15.165 13.101
5 C 17.876 16.484 13.436
6 C 17.220 17.481 12.698
7 C 16.397 17.105 11.652
8 C 16.327 15.783 11.279
9 N 16.948 14.833 12.060
10 H 18.510 12.017 13.705
11 H 19.556 14.173 13.127
12 H 18.908 14.323 14.793
13 H 18.458 16.771 14.284
14 H 17.294 18.534 12.996
15 H 15.784 17.750 11.086
16 H 15.651 15.511 10.459
17 C 14.441 8.415 14.398
18 C 13.970 9.651 13.881
19 C 14.745 10.442 13.013
20 C 16.125 10.047 12.830
21 C 17.081 10.830 12.139
22 C 18.232 10.253 11.639
23 C 18.682 9.037 12.157
24 C 17.948 8.350 13.083
25 C 16.587 8.785 13.290
26 C 15.721 7.980 14.144
27 H 13.792 7.780 15.000
28 H 13.000 9.996 14.184
29 H 13.404 12.075 13.363
30 H 18.851 10.767 10.886
31 H 19.659 8.706 11.818
32 H 18.251 7.421 13.657
33 H 16.082 7.004 14.460
34 O 10.609 15.751 11.934
35 As 9.588 17.030 11.603
36 C 7.773 16.538 12.131
37 C 7.478 15.467 13.034
38 C 6.350 15.532 13.783
39 C 5.380 16.526 13.567
40 C 5.551 17.417 12.493
41 C 6.764 17.468 11.881
42 C 9.562 17.759 9.777
43 C 10.463 18.746 9.432
44 C 10.522 19.234 8.113
45 C 9.570 18.826 7.177
46 C 8.626 17.875 7.573
47 C 8.656 17.279 8.824
48 C 10.147 18.528 12.733
49 C 9.880 19.875 12.467
50 C 10.429 20.790 13.322
51 C 11.195 20.420 14.444
52 C 11.401 19.082 14.760
53 C 10.917 18.134 13.841
54 H 8.216 14.667 13.108
55 H 6.190 14.796 14.600
56 H 4.540 16.540 14.174
57 H 4.705 17.883 12.077
58 H 6.920 18.171 11.061
59 H 11.315 19.076 10.063
60 H 11.216 20.011 7.892
61 H 9.521 19.250 6.154
62 H 7.876 17.623 6.860
63 H 7.991 16.495 9.061
64 H 9.346 20.121 11.516
65 H 10.375 21.825 13.100
66 H 11.619 21.232 15.046
67 H 11.953 18.806 15.619
68 H 11.212 17.078 13.853
69 C 15.870 9.922 4.060
70 C 16.250 10.835 5.137
71 C 17.333 10.564 6.037
72 C 17.609 11.519 7.011
73 C 16.770 12.615 7.237
74 C 15.832 12.992 6.254
75 C 15.608 12.107 5.212
76 S 16.742 13.439 8.790
77 O 17.972 14.141 9.081
78 O 15.519 14.273 8.779
79 O 16.669 12.258 9.811
80 H 16.676 9.248 3.818
81 H 15.772 10.470 3.145
82 H 14.941 9.355 4.214
83 H 18.028 9.724 5.913
84 H 18.507 11.482 7.592
85 H 15.319 13.976 6.335
86 H 14.795 12.238 4.497
87 C 13.738 10.824 10.176
88 C 13.163 11.759 11.239
89 C 13.223 13.239 10.729
90 C 14.120 11.719 12.584
91 C 11.687 11.433 11.555
92 C 10.700 12.396 11.447
93 C 9.442 12.073 11.020
94 C 8.986 10.794 11.068
95 C 9.921 9.787 11.412
96 C 11.239 10.073 11.685
97 H 14.723 11.142 9.877
98 H 13.051 10.876 9.292
99 H 13.654 9.759 10.486
100 H 14.180 13.500 10.321
101 H 12.823 14.003 11.493
102 H 12.574 13.299 9.845
103 H 14.918 12.527 12.471
104 H 10.992 13.458 11.553
105 H 8.818 12.863 10.644
106 H 7.975 10.502 10.815
107 H 9.525 8.746 11.452
108 H 11.948 9.290 11.932